Record 1
Here is a cluster of 2 separate species, C6H13NO in total at a distorted geometry from OMol25. Energies are from the ωB97M-V functional and the def2-TZVPD basis.

## Properties
**HOMO**: -8.7 eV
**Net charge**: 0
**Total energy**: -9969.474 eV
**Lowest unoccupied orbital energy**: 0.9 eV

Bonds (Å) are listed after each position.
Element x y z (Å)
1 C -1.0706 -2.2467 -0.3266  C2 1.340, C4 1.502, H5 1.094
2 C -0.8061 -1.1631 0.4169  C1 1.340, C3 1.513, H6 1.102
3 C -1.8479 -0.3495 1.1521  C2 1.513, H7 1.098, H8 1.090, H9 1.097
4 C -0.0282 -3.1540 -0.9149  C1 1.502, H10 1.095, H11 1.096, H12 1.096
5 H -2.1242 -2.5164 -0.4466  C1 1.094
6 H 0.2596 -0.9087 0.5316  C2 1.102
7 H -1.4642 -0.0487 2.1358  C3 1.098
8 H -2.1238 0.5290 0.5692  C3 1.090
9 H -2.6767 -1.0540 1.2913  C3 1.097
10 H 0.9631 -2.7426 -0.6974  C4 1.095
11 H -0.1954 -3.2337 -1.9948  C4 1.096
12 H -0.1775 -4.1620 -0.5109  C4 1.096
13 C 1.3072 2.2795 1.0120  C14 1.494, H17 1.096, H18 1.101, H19 1.107
14 C 0.8381 2.0922 -0.3942  C13 1.494, N15 1.481, O16 1.218
15 N 1.6737 2.8878 -1.3222  C14 1.481, H20 1.073, H21 1.007
16 O -0.1069 1.3906 -0.7073  C14 1.218
17 H 2.2745 2.7930 0.9826  C13 1.096
18 H 1.3854 1.2977 1.5033  C13 1.101
19 H 0.5765 2.8705 1.5975  C13 1.107
20 H 2.3111 2.2107 -1.8578  N15 1.073
21 H 1.0323 3.2286 -2.0197  N15 1.007

These are the natural (NBO) partial charges, in e, on atoms 1 to 5: C -0.200; C -0.160; C -0.647; C -0.634; H 0.183

Record 2
Here is an isolated molecule of C6H13NO from OMol25. Energies are from the ωB97M-V functional and the def2-TZVPD basis.

## Properties
**HOMO**: -9.0 eV
**Net charge**: 0
**Total energy**: -9970.121 eV
**Lowest unoccupied orbital energy**: 1.0 eV

Bonds (Å) are listed after each position.
Element x y z (Å)
1 C 0.2890 1.4194 -1.5255  C2 1.495, H9 1.084, H10 1.093, H11 1.090
2 C -0.3670 0.8317 -0.3176  C1 1.495, N3 1.454, O8 1.200
3 N 0.2381 -0.4045 0.1518  C2 1.454, C4 1.464, C6 1.473
4 C 0.6458 -0.2951 1.5540  N3 1.464, C5 1.524, H12 1.098, H13 1.089
5 C 1.8926 0.5674 1.7101  C4 1.524, H14 1.083, H15 1.082, H16 1.083
6 C -0.7087 -1.5134 -0.0593  N3 1.473, C7 1.525, H17 1.085, H18 1.088
7 C -0.7601 -1.9395 -1.5222  C6 1.525, H19 1.092, H20 1.088, H21 1.089
8 O -1.2984 1.3293 0.2523  C2 1.200
9 H 0.9799 0.7268 -1.9916  C1 1.084
10 H 0.9145 2.2569 -1.2072  C1 1.093
11 H -0.4481 1.7845 -2.2401  C1 1.090
12 H -0.2062 -0.0110 2.1851  C4 1.098
13 H 0.8994 -1.3063 1.8692  C4 1.089
14 H 1.7417 1.5232 1.2244  C5 1.083
15 H 2.1031 0.7317 2.7588  C5 1.082
16 H 2.7542 0.1020 1.2482  C5 1.083
17 H -0.3301 -2.3577 0.5080  C6 1.085
18 H -1.6959 -1.2053 0.2785  C6 1.088
19 H -1.0063 -1.1157 -2.1945  C7 1.092
20 H 0.1829 -2.3907 -1.8235  C7 1.088
21 H -1.5867 -2.6388 -1.6406  C7 1.089

These are the natural (NBO) partial charges, in e, on atoms 1 to 5: C -0.732; C 0.736; N -0.542; C -0.211; C -0.609

Record 3
Here is an isolated molecule of C6H13NO at a distorted geometry from OMol25. Energies are from the ωB97M-V functional and the def2-TZVPD basis.

## Properties
**HOMO**: -8.9 eV
**Net charge**: 0
**Total energy**: -9969.732 eV
**Lowest unoccupied orbital energy**: 0.9 eV

Bonds (Å) are listed after each position.
Element x y z (Å)
1 C -1.5927 0.8573 1.1187  C3 1.526, H6 1.089, H7 1.088, H8 1.089
2 C -1.3078 -0.1397 -1.1680  C3 1.528, H9 1.088, H10 1.089, H11 1.087
3 C -0.5891 0.4578 0.0406  C1 1.526, C2 1.528, N4 1.439, C13 1.641
4 N 0.1450 1.6179 -0.3914  C3 1.439, H5 1.014, H21 1.034
5 H 0.5570 2.0965 0.4026  N4 1.014
6 H -1.0833 1.3474 1.9475  C1 1.089
7 H -2.1068 -0.0221 1.5017  C1 1.088
8 H -2.3200 1.5524 0.7018  C1 1.089
9 H -1.9205 -0.9896 -0.8745  C2 1.088
10 H -0.5957 -0.4529 -1.9294  C2 1.089
11 H -1.9566 0.6180 -1.6003  C2 1.087
12 C 2.5861 -0.3103 -0.4564  C14 1.331, H19 1.080, H20 1.077
13 C 0.4068 -0.6692 0.6978  C3 1.641, C14 1.486, O15 1.407, H17 1.096
14 C 1.4765 -1.0224 -0.2714  C12 1.331, C13 1.486, H18 1.084
15 O -0.3065 -1.7895 1.1636  C13 1.407, H16 0.964
16 H -0.6249 -2.2829 0.3988  O15 0.964
17 H 0.8360 -0.2039 1.5922  C13 1.096
18 H 1.2441 -1.8413 -0.9432  C14 1.084
19 H 2.8906 0.4537 0.2437  C12 1.080
20 H 3.3359 -0.6103 -1.1683  C12 1.077
21 H 0.9257 1.3333 -1.0061  N4 1.034

These are the natural (NBO) partial charges, in e, on atoms 1 to 5: C -0.616; C -0.631; C 0.119; N -0.840; H 0.354

Record 4
Here is an isolated molecule of C6H13NO at a distorted geometry from OMol25. Energies are from the ωB97M-V functional and the def2-TZVPD basis.

## Properties
**HOMO**: -7.9 eV
**Net charge**: 0
**Total energy**: -9969.903 eV
**Lowest unoccupied orbital energy**: 0.9 eV

Bonds (Å) are listed after each position.
Element x y z (Å)
1 C -0.1478 -0.4744 -0.9425  C2 1.520, C3 1.519, C5 1.499, O8 1.570
2 C -0.7426 -1.8260 -0.5841  C1 1.520, H13 1.088, H15 1.087, H16 1.090
3 C 1.1356 -0.6242 -1.7412  C1 1.519, H14 1.087, H17 1.086, H18 1.089
4 C 0.2069 1.0296 2.6380  C7 1.497, H19 1.088, H20 1.094, H21 1.090
5 C -0.0195 0.5246 0.1682  C1 1.499, N6 1.394, C7 1.348
6 N 0.4027 1.7881 -0.2432  C5 1.394, H10 1.011, H11 1.008
7 C -0.0564 0.1434 1.4605  C4 1.497, C5 1.348, H12 1.077
8 O -1.2004 0.3354 -1.7807  C1 1.570, H9 0.964
9 H -2.0686 0.1726 -1.3951  O8 0.964
10 H 0.0932 2.0045 -1.1814  N6 1.011
11 H 0.1787 2.5299 0.4019  N6 1.008
12 H -0.2874 -0.8788 1.7098  C7 1.077
13 H -1.6361 -1.7195 0.0282  C2 1.088
14 H 1.8387 -1.2595 -1.2089  C3 1.087
15 H -0.0200 -2.4392 -0.0512  C2 1.087
16 H -1.0194 -2.3335 -1.5078  C2 1.090
17 H 1.6125 0.3325 -1.9338  C3 1.086
18 H 0.9042 -1.0654 -2.7097  C3 1.089
19 H 0.6702 1.9748 2.3622  C4 1.088
20 H -0.7227 1.2498 3.1702  C4 1.094
21 H 0.8780 0.5352 3.3404  C4 1.090

These are the natural (NBO) partial charges, in e, on atoms 1 to 5: C 0.244; C -0.638; C -0.631; C -0.639; C 0.160

- Number 4 is which compound?
  C6H13NO